[1]
62
Properties=species:S:1:pos:R:3 method="wB97M-V/def2-TZVPD" max_force_ev_per_a=0.2 e_lumo_ev=2.40 gap_ev=6.763 charge=-1
Zn -0.67 -0.59 1.65
C -2.50 -4.70 0.08
As -1.65 -2.93 -0.01
C 0.14 -3.49 -0.55
C -2.35 -2.34 -1.75
C -2.97 -3.23 -2.62
C -3.50 -2.81 -3.83
C -3.41 -1.48 -4.20
C -2.79 -0.58 -3.35
C -2.25 -0.99 -2.12
As -1.31 0.31 -0.97
C -1.98 2.00 -1.69
C 0.40 0.24 -1.91
H -2.16 -5.37 -0.72
H -3.58 -4.61 0.05
H -2.22 -5.14 1.04
H 0.16 -3.82 -1.59
H 0.44 -4.31 0.11
H 0.79 -2.64 -0.34
H -3.05 -4.28 -2.36
H -3.98 -3.53 -4.49
H -3.82 -1.14 -5.14
H -2.72 0.46 -3.64
H -1.72 2.13 -2.74
H -1.50 2.77 -1.10
H -3.06 2.06 -1.57
H 0.24 0.02 -2.97
H 1.00 -0.53 -1.42
H 0.89 1.20 -1.78
C 6.07 0.04 -2.46
C 5.01 0.61 -1.55
C 4.69 1.97 -1.61
C 3.70 2.49 -0.80
C 3.03 1.65 0.08
C 3.31 0.30 0.15
C 4.32 -0.20 -0.67
S 1.67 2.23 1.11
C 2.48 3.67 1.82
O 0.62 2.78 0.20
H 6.70 0.82 -2.88
H 5.62 -0.50 -3.29
H 6.71 -0.66 -1.92
H 5.22 2.62 -2.30
H 3.44 3.54 -0.87
H 2.65 -0.34 0.76
H 4.54 -1.27 -0.64
H 2.73 4.39 1.05
H 3.37 3.34 2.36
H 1.76 4.10 2.52
C 1.45 0.07 4.10
S 0.14 1.34 3.92
C -1.16 0.72 4.90
C -2.25 0.09 4.40
S -2.67 -0.34 2.77
S -3.45 -0.34 5.61
C -2.64 0.27 7.01
S -3.26 0.15 8.54
S -1.13 0.99 6.63
H 1.65 -0.31 3.09
H 1.04 -0.75 4.69
H 2.31 0.50 4.60
O 0.98 -1.02 1.22



[2]
25
Properties=species:S:1:pos:R:3 method="wB97M-V/def2-TZVPD" max_force_ev_per_a=5.2 e_lumo_ev=-4.03 gap_ev=11.016 charge=+1 smiles="CC[C@@]1(C)C=[N+](C)CC1"
C 1.01 2.86 0.60
C 0.83 1.53 -0.24
C -0.26 0.51 0.15
C -1.69 1.08 0.31
C -0.33 -0.52 -1.02
N 0.10 -1.68 -0.70
C -0.07 -2.86 -1.61
C 0.58 -1.76 0.65
C 0.03 -0.53 1.32
H 0.06 3.22 0.79
H 1.67 3.48 0.10
H 1.35 2.79 1.59
H 1.65 0.88 -0.21
H 0.79 1.97 -1.32
H -1.88 1.42 1.34
H -2.39 0.41 0.08
H -1.93 2.07 -0.14
H -0.66 -0.40 -1.98
H 0.27 -2.49 -2.61
H -1.15 -3.27 -1.67
H 0.58 -3.55 -1.07
H 1.58 -1.76 0.67
H 0.06 -2.76 1.01
H -0.86 -0.69 1.85
H 0.67 0.05 2.12



[3]
18
Properties=species:S:1:pos:R:3 method="wB97M-V/def2-TZVPD" max_force_ev_per_a=1.4 e_lumo_ev=-3.28 gap_ev=10.968 charge=+1
C -2.51 0.85 0.07
N -1.08 1.22 0.41
H -2.79 0.05 0.75
H -2.53 0.53 -0.98
H -3.12 1.73 0.22
H -0.46 0.39 0.33
H -0.73 1.96 -0.21
H -1.05 1.60 1.35
C 1.37 -0.64 -1.34
C 1.88 -0.80 0.10
N 0.78 -0.75 1.09
H 0.31 -0.91 -1.47
H 1.96 -1.27 -2.01
H 1.49 0.38 -1.70
H 2.61 -0.02 0.33
H 2.43 -1.74 0.15
H 1.21 -0.96 1.98
H 0.23 -1.60 0.93



[4]
42
Properties=species:S:1:pos:R:3 method="wB97M-V/def2-TZVPD" max_force_ev_per_a=0.4 e_lumo_ev=-1.69 gap_ev=7.642
O 0.92 1.19 -4.05
P 0.69 0.53 -2.77
O -0.82 0.66 -2.23
O 0.91 -1.02 -2.72
C 1.72 1.18 -1.43
C 2.93 1.78 -1.65
Cl 3.63 1.93 -3.22
C 3.74 2.32 -0.60
C 3.36 2.26 0.70
C 2.13 1.63 0.99
N 1.61 1.44 2.21
S 0.24 0.65 2.01
N 0.21 0.51 0.42
C 1.32 1.09 -0.06
H -0.99 1.58 -1.98
H 0.11 -1.54 -2.55
H 4.68 2.79 -0.87
H 3.98 2.68 1.48
C 1.01 -0.05 6.23
C 1.53 -0.12 7.46
C 1.46 -1.36 8.26
O 1.93 -1.42 9.37
C 0.79 -2.54 7.64
C 0.27 -2.47 6.42
C 0.34 -1.22 5.62
O -0.13 -1.16 4.50
H 1.06 0.85 5.63
H 2.03 0.72 7.93
H 0.75 -3.44 8.25
H -0.22 -3.31 5.95
C -4.62 -1.30 -5.76
C -3.62 -1.84 -5.07
C -2.36 -1.10 -4.83
O -1.44 -1.58 -4.21
C -2.25 0.28 -5.39
C -3.25 0.82 -6.08
C -4.51 0.08 -6.32
O -5.42 0.57 -6.95
H -5.55 -1.82 -5.96
H -3.68 -2.84 -4.66
H -1.31 0.78 -5.20
H -3.19 1.81 -6.50



[5]
14
Properties=species:S:1:pos:R:3 method="wB97M-V/def2-TZVPD" max_force_ev_per_a=1.2 e_lumo_ev="0.89 / -1.60" gap_ev="10.264 / 7.142" spin_multiplicity=3
C -0.42 1.42 0.35
C 0.10 0.08 0.05
C 1.57 -0.20 0.21
C -0.80 -1.13 0.24
O -0.24 0.97 -0.97
S -1.75 0.21 -2.82
H -1.45 1.53 0.66
H 0.25 2.21 0.67
H 2.15 0.71 0.06
H 1.89 -0.94 -0.52
H 1.77 -0.59 1.21
H -0.73 -1.48 1.27
H -0.50 -1.93 -0.43
H -1.83 -0.87 0.02



[6]
45
Properties=species:S:1:pos:R:3 method="wB97M-V/def2-TZVPD" max_force_ev_per_a=0.5 e_lumo_ev=0.74 gap_ev=9.576 smiles="CC[C@@H](C(=O)NCCC1=CCCCC1)c1ccccc1"
C -4.63 -2.29 -0.65
C -3.12 -2.08 -0.51
C -2.81 -1.10 0.63
C -1.34 -1.06 1.07
O -1.04 -0.80 2.22
N -0.43 -1.31 0.11
C 0.99 -1.13 0.33
C 1.52 0.11 -0.41
C 2.99 0.31 -0.13
C 3.41 1.10 0.84
C 4.85 1.33 1.18
C 5.77 0.84 0.07
C 5.33 -0.55 -0.40
C 3.93 -0.45 -1.02
C -3.21 0.31 0.28
C -4.20 0.95 1.01
C -4.58 2.25 0.71
C -3.97 2.93 -0.33
C -2.97 2.30 -1.06
C -2.60 1.00 -0.75
H -5.04 -2.71 0.27
H -4.84 -2.97 -1.47
H -5.12 -1.34 -0.84
H -2.74 -1.70 -1.46
H -2.64 -3.04 -0.31
H -3.37 -1.41 1.51
H -0.73 -1.48 -0.83
H 1.52 -2.03 -0.01
H 1.13 -1.01 1.40
H 0.95 0.98 -0.06
H 1.36 -0.01 -1.48
H 2.70 1.62 1.46
H 5.08 0.80 2.11
H 5.02 2.39 1.37
H 5.73 1.53 -0.78
H 6.81 0.80 0.42
H 5.30 -1.22 0.46
H 6.03 -0.95 -1.12
H 4.00 0.06 -1.99
H 3.54 -1.45 -1.20
H -4.69 0.44 1.83
H -5.36 2.73 1.28
H -4.26 3.94 -0.57
H -2.48 2.82 -1.87
H -1.81 0.54 -1.33